Molecular formula: C6H9N
Method: DFT, the ωB97M-V functional and the def2-TZVPD basis

The geometry in ORCA input format:
```
! RIJCOSX wB97M-V def2-TZVPD def2/J DEFGRID3
* xyz 0 1
H -1.307 -0.130 -0.412
C 0.317 0.350 2.025
H 2.235 1.175 1.200
C -0.179 -1.745 -1.193
C -0.291 1.912 -0.467
H -0.994 -2.180 -1.800
H 0.009 2.685 0.272
C -0.741 -0.951 0.010
C 1.280 0.671 1.128
H 0.409 -1.034 -1.770
H 0.252 0.486 3.096
H 0.458 1.369 -1.093
H 0.459 -2.613 -0.976
N -1.064 1.809 -1.463
C 0.454 -0.300 0.669
H -1.296 -1.502 0.775
*
```

Output
Energy above the lowest of the compared OMol25 structures with the same formula, charge and spin: 996.1 kJ/mol
Gap between HOMO and LUMO: 5.001 eV